1.
{
  "formula": "C5H10S2",
  "method": "wB97M-V/def2-TZVPD",
  "energy_ev": -27013.1199,
  "charge": 0,
  "homo_lumo_gap_ha": [0.219, 0.290],
  "spin_multiplicity": 1,
  "max_force_ev_per_a": 3.666,
  "homo_ev": [-7.45, -8.50],
  "relative_energy_kcal_mol": 93.77,
  "elements": ["C", "C", "C", "C", "C", "S", "S", "H", "H", "H", "H", "H", "H", "H", "H", "H", "H"],
  "coordinates": [[0.42943, -0.27209, -0.64520], [-0.61194, -0.07845, 0.48977], [0.82478, -0.07756, 0.75257], [0.52078, -1.57200, -1.45985], [-1.62187, 1.03567, 0.46858], [1.88338, -0.85684, 1.74064], [1.43266, 2.82650, 1.08492], [0.74081, 0.54975, -1.37571], [-1.08110, -1.05525, 0.62295], [1.42918, -1.59993, -2.28819], [-0.32547, -1.46016, -2.06450], [0.52336, -2.54905, -0.97893], [-2.43829, 0.67531, -0.25446], [-1.14607, 1.93235, 0.15339], [-2.08131, 1.17746, 1.36032], [1.17267, -0.83151, 2.85425], [2.70069, 3.07363, 1.10426]],
  "forces_ev_per_angstrom": [[1.3912, 0.7885, -1.2280], [-0.1327, -0.7625, -1.4934], [-0.2041, 1.4431, -0.4190], [2.8311, 0.2952, -1.3190], [0.1878, -1.6770, -3.2546], [1.1260, -0.8818, 0.3389], [-2.0216, -0.9663, -0.1378], [-0.9856, -0.5952, 1.4663], [0.0943, -0.0047, 0.6095], [-1.9918, 0.3160, 2.4042], [-1.4646, -0.4661, -1.1379], [-0.0795, 0.2764, 0.4197], [1.1537, 0.8947, 0.7917], [0.1089, 0.8497, -0.4572], [-1.2495, 0.4285, 2.9248], [-0.2976, 0.1144, 0.5326], [1.5340, -0.0529, -0.0406]]
}



2.
{
  "formula": "C30H64FO14P",
  "method": "wB97M-V/def2-TZVPD",
  "energy_ev": -72808.0029,
  "charge": 0,
  "homo_lumo_gap_ha": 0.312,
  "spin_multiplicity": 1,
  "max_force_ev_per_a": 3.134,
  "smiles": "CCCCCCCCC[PH](COC)(COCCC)C[C@@H](C)F.COC(=O)OC.COC(=O)OC.COC(=O)OC.COC(=O)OC",
  "homo_ev": -8.07,
  "elements": ["C", "C", "C", "C", "C", "C", "C", "C", "C", "P", "C", "O", "C", "C", "O", "C", "C", "C", "C", "C", "C", "F", "H", "H", "H", "H", "H", "H", "H", "H", "H", "H", "H", "H", "H", "H", "H", "H", "H", "H", "H", "H", "H", "H", "H", "H", "H", "H", "H", "H", "H", "H", "H", "H", "H", "H", "H", "H", "H", "H", "H", "H", "C", "O", "C", "O", "O", "C", "H", "H", "H", "H", "H", "H", "C", "O", "C", "O", "O", "C", "H", "H", "H", "H", "H", "H", "C", "O", "C", "O", "O", "C", "H", "H", "H", "H", "H", "H", "C", "O", "C", "O", "O", "C", "H", "H", "H", "H", "H", "H"],
  "coordinates": [[7.57428, -0.23683, 2.05053], [7.15052, 0.83494, 0.83985], [6.54521, 2.25332, 1.42218], [5.35296, 2.87332, 0.46431], [4.20751, 3.61541, 1.39237], [3.44375, 2.38304, 2.22395], [1.83143, 2.45914, 1.78496], [0.90972, 1.30378, 2.48874], [-0.70466, 1.75184, 2.42482], [-1.30399, 2.30348, 0.72428], [-0.51137, 0.75339, -0.07945], [-0.89829, -0.53289, 0.57913], [-1.27633, -1.54424, -0.42134], [-2.08623, 3.92186, 1.27388], [-2.69446, 4.02453, 2.57442], [-3.78448, 3.10320, 2.85379], [-4.20844, 3.09756, 4.46651], [-5.56217, 2.12738, 4.54707], [-2.89680, 1.83021, -0.21453], [-2.91773, 2.50724, -1.74547], [-3.47887, 1.41400, -2.88029], [-3.83217, 3.67736, -1.84561], [8.56839, -0.82309, 1.77157], [7.77852, 0.29304, 3.07656], [6.70604, -1.03437, 2.14827], [8.13269, 1.10296, 0.22689], [6.36871, 0.33829, 0.09557], [6.21347, 2.05879, 2.53344], [7.41431, 3.05470, 1.47108], [4.86017, 1.99001, -0.14524], [5.83172, 3.60692, -0.33073], [4.65852, 4.43331, 2.10025], [3.43866, 4.17135, 0.68643], [3.89132, 1.35300, 1.89218], [3.58102, 2.61260, 3.38176], [1.69112, 2.56356, 0.61753], [1.45740, 3.50039, 2.23405], [1.09736, 0.21131, 2.12466], [1.19097, 1.31504, 3.64895], [-1.34356, 0.80287, 2.76784], [-0.78441, 2.51195, 3.31036], [-0.34417, 3.09528, -0.06413], [0.66895, 0.84038, -0.23514], [-0.93091, 0.64024, -1.19291], [-0.55261, -1.53368, -1.36977], [-1.26865, -2.61530, 0.10588], [-2.40217, -1.40680, -0.79198], [-2.90226, 4.25180, 0.46660], [-1.24882, 4.77046, 1.20024], [-3.47983, 1.98589, 2.61442], [-4.69704, 3.35571, 2.16414], [-3.35661, 2.61049, 5.14524], [-4.43287, 4.21024, 4.78627], [-6.40730, 2.59857, 5.21306], [-5.25706, 1.05395, 4.90966], [-5.96787, 1.99981, 3.43735], [-3.90335, 2.15711, 0.27018], [-2.99486, 0.65761, -0.41682], [-1.82688, 2.81021, -2.07088], [-4.34644, 0.79072, -2.39845], [-3.97029, 2.01903, -3.78274], [-2.63635, 0.72129, -3.30362], [1.35683, -8.45133, -0.04013], [1.26134, -7.77108, 1.20978], [0.58923, -6.59353, 1.15471], [0.08566, -6.10127, 0.15719], [0.57444, -6.05868, 2.40169], [-0.10454, -4.80794, 2.49572], [1.91329, -9.37867, 0.12145], [0.36163, -8.70817, -0.41691], [1.90358, -7.84452, -0.76911], [-1.15832, -4.91916, 2.22032], [0.38368, -4.05545, 1.86805], [-0.05443, -4.47350, 3.53561], [-4.75999, 5.21581, -4.49667], [-6.02654, 5.56626, -5.05090], [-6.60413, 4.58464, -5.78859], [-6.13630, 3.47668, -5.99960], [-7.79232, 5.04928, -6.25071], [-8.51678, 4.11587, -7.04953], [-4.39109, 6.07361, -3.92762], [-4.85928, 4.36632, -3.81341], [-4.03937, 4.99382, -5.29041], [-8.76633, 3.22230, -6.46821], [-7.94636, 3.84978, -7.94528], [-9.44913, 4.59259, -7.36446], [2.10919, -0.16419, -5.61673], [0.95647, 0.62776, -5.33711], [0.25271, 0.99732, -6.43689], [0.52582, 0.71201, -7.59229], [-0.80750, 1.73919, -6.02843], [-1.64375, 2.20060, -7.08767], [2.59470, -0.40177, -4.66618], [1.82407, -1.10318, -6.10188], [2.81944, 0.39308, -6.23606], [-2.07900, 1.35602, -7.63166], [-1.08356, 2.85232, -7.76590], [-2.45819, 2.78186, -6.64658], [5.62648, -9.91724, 5.96278], [4.64095, -8.89758, 6.11501], [4.15311, -8.41339, 4.94499], [4.48421, -8.77357, 3.82624], [3.23311, -7.45918, 5.23537], [2.63125, -6.85681, 4.09121], [5.94588, -10.23022, 6.96065], [5.20603, -10.78668, 5.44736], [6.50016, -9.53274, 5.42667], [2.09095, -7.60400, 3.50091], [3.38515, -6.35003, 3.48017], [1.91310, -6.10999, 4.44084]],
  "forces_ev_per_angstrom": [[-0.0290, -0.2962, -0.6852], [0.7206, 0.2730, 0.0714], [0.4149, -0.0855, -0.2103], [0.2710, 0.2241, 0.3615], [0.0774, -0.9046, -0.7497], [-0.7767, 1.3543, -0.7418], [0.3135, 0.6294, 1.2716], [-0.0748, 0.6293, 0.5439], [0.9764, -1.4533, 2.4631], [0.2319, -0.5240, -0.4324], [0.9373, -1.8202, -2.3734], [0.0871, 0.2011, -2.0940], [-0.4610, -1.0050, -0.1360], [-0.7383, 2.8575, -0.7756], [-0.5019, -0.9467, 0.2535], [-0.0409, -0.9874, 0.5182], [-0.3241, -0.2041, -0.9367], [0.4175, 0.1920, -0.6798], [-2.2486, -0.8379, -1.8123], [0.1014, -1.3866, -1.0196], [-0.6853, 0.9597, 0.1833], [1.9002, -2.0308, 0.6061], [-2.1755, 1.2354, 0.4928], [-0.5765, -0.9336, -2.0297], [1.8474, 1.6880, 0.0768], [-2.1622, -0.7044, 1.1441], [1.7174, 0.9918, 1.6569], [0.2824, 0.5008, -2.2329], [-1.7325, -1.6858, -0.0146], [0.8063, 1.7980, 1.2806], [-0.9818, -1.4430, 1.6693], [-0.6892, -1.7321, -1.3034], [1.4877, -1.1882, 1.4526], [-0.7639, 1.9627, 0.8965], [-0.4742, -0.9293, -2.4493], [0.5063, -0.5288, 2.3814], [0.6545, -2.1348, -0.9849], [-0.3626, 2.1643, 0.3463], [-0.6299, -0.0298, -2.4883], [1.3198, 2.0014, -0.9211], [-0.2990, -1.0295, -2.0585], [-0.6298, -0.4107, 0.3362], [-2.2894, -0.3907, 0.6161], [0.9433, 0.6557, 2.1251], [-1.5031, -0.0831, 2.1444], [0.2438, 2.4124, -1.1403], [2.3484, -0.0148, 0.6534], [1.6400, -0.6575, 1.3677], [-1.6946, -1.7398, 0.5221], [-0.5013, 2.0651, 0.3392], [1.4235, -0.3128, 1.3853], [-1.7624, 1.3446, -1.6581], [0.4848, -2.3669, -0.5114], [1.7585, -1.0898, -1.2807], [-0.7345, 2.1689, -0.5283], [0.6398, 0.2928, 2.4188], [1.8839, -0.4468, -0.6949], [0.3590, 2.5976, 0.6390], [-2.3654, -0.0670, 0.6560], [1.7504, 1.0527, -0.9050], [1.2453, -1.2585, 1.9430], [-1.5382, 1.3492, 1.0089], [0.0836, -0.3410, -0.5048], [-0.5606, 1.0196, 0.1708], [-0.2224, 0.1300, -0.5828], [0.7419, -0.6987, 1.5060], [-0.0516, -0.4671, -1.0477], [-0.2676, 0.5079, 0.0360], [-0.0877, 0.2893, 0.2737], [0.1747, 0.2079, 0.0012], [-0.2503, -0.0404, 0.1048], [0.2378, 0.0489, -0.0961], [-0.1842, -0.1736, -0.0045], [0.1387, -0.3090, -0.1432], [0.4676, -0.1993, 0.3096], [-0.7176, -0.6879, -0.7671], [0.2296, -0.2270, 0.0541], [-0.6330, 1.4939, 0.2588], [0.9371, -0.2132, 0.4279], [-0.2848, -0.3161, -0.2846], [-0.3292, -0.0609, -0.1797], [0.0635, 0.1559, -0.2692], [-0.1645, -0.0938, 0.1102], [0.1948, 0.0966, -0.1599], [-0.0350, -0.0799, 0.2525], [0.2852, 0.1499, 0.2211], [0.4456, -0.2998, -0.0786], [-0.6822, 0.3814, -0.6822], [0.0856, -0.1012, -0.5286], [-0.3943, 0.4190, 1.7247], [0.9166, -0.6203, -0.0623], [-0.3778, 0.2113, -0.4044], [-0.3218, 0.2092, -0.0549], [0.0663, 0.2530, -0.0633], [-0.2147, -0.1662, -0.0234], [0.2123, 0.1689, 0.0081], [-0.0509, -0.2640, 0.0381], [0.2640, -0.1929, 0.1811], [0.3413, -0.3485, -0.0223], [-0.4405, 0.4382, -0.7525], [-0.0394, 0.0264, -0.4314], [-0.4280, 0.4763, 1.5942], [0.9796, -0.8799, 0.0776], [-0.3129, 0.1054, -0.3642], [-0.2633, 0.2691, -0.0915], [0.1264, 0.2274, -0.0575], [-0.2352, -0.1212, -0.0510], [0.3308, 0.2032, 0.1442], [-0.1025, -0.2200, 0.0037], [0.2836, -0.3089, 0.2327]]
}



3.
{
  "formula": "C4H9OPS",
  "method": "wB97M-V/def2-TZVPD",
  "energy_ev": -26461.3438,
  "charge": 0,
  "homo_lumo_gap_ha": [0.265, 0.327],
  "spin_multiplicity": 1,
  "max_force_ev_per_a": 2.747,
  "homo_ev": [-8.25, -8.72],
  "relative_energy_kcal_mol": 117.83,
  "elements": ["C", "C", "C", "C", "O", "P", "S", "H", "H", "H", "H", "H", "H", "H", "H", "H"],
  "coordinates": [[-0.62061, 0.36344, -0.67625], [-1.45432, -0.69617, -0.01615], [-0.05384, 1.24254, 0.41294], [-0.44225, -1.60208, 0.63696], [2.66186, -0.87726, -0.98559], [1.73244, 1.77321, 0.26430], [2.45892, -0.33160, 0.38906], [0.22275, -0.02414, -1.12189], [-1.18122, 0.99313, -1.30208], [-2.17861, -0.26943, 0.63880], [-1.99549, -1.29761, -0.67575], [-0.63417, 2.19312, 0.61088], [-0.07061, 0.63857, 1.32348], [0.30206, -1.29425, 1.25831], [-0.46299, -2.65924, 0.50572], [1.71609, 1.84778, -1.26276]],
  "forces_ev_per_angstrom": [[-0.9063, 1.3728, 1.6334], [1.9544, -0.9934, 0.5298], [0.0701, 1.6209, 1.1968], [-2.4432, -0.9243, -0.8508], [0.0462, -0.1057, -0.1895], [-0.3855, -0.5718, -1.7707], [0.4145, 0.7853, -0.1822], [1.3424, -1.2540, -1.7804], [-0.6893, 0.6128, -1.3700], [-0.4897, 0.4933, 0.8683], [-0.9137, -0.7782, -1.4232], [0.3754, -1.0869, -0.1742], [-0.0198, 0.5743, 0.3463], [1.5815, 1.0380, 1.6591], [-0.2207, -0.5776, -0.2913], [0.2838, -0.2055, 1.7987]]
}



4.
{
  "formula": "C3H12NO2",
  "method": "wB97M-V/def2-TZVPD",
  "energy_ev": -8880.5318,
  "charge": 1,
  "homo_lumo_gap_ha": 0.294,
  "spin_multiplicity": 1,
  "max_force_ev_per_a": 5.164,
  "homo_ev": -12.55,
  "relative_energy_kcal_mol": 100.14,
  "elements": ["C", "C", "C", "N", "H", "H", "H", "H", "H", "H", "H", "H", "H", "H", "O", "H", "H", "O"],
  "coordinates": [[-0.52127, -1.49792, -2.34474], [-0.68159, -0.06112, -2.01433], [-0.27558, 0.56251, -0.90033], [-1.25188, 0.47089, 0.22807], [0.06200, -2.02478, -1.60893], [-1.42117, -2.08314, -2.22196], [-0.22476, -1.59147, -3.37440], [-0.75735, 0.68873, -2.89353], [0.68963, 1.10472, -0.82436], [-0.92604, -0.13298, 0.96465], [-1.41923, 1.35593, 0.54366], [-2.10656, 0.00105, -0.05032], [0.91895, 0.51183, 2.75998], [-0.36792, 0.59293, 3.62912], [0.02722, 0.23794, 2.87285], [2.37273, -0.45577, 1.56430], [2.95869, 0.52961, 0.40610], [2.20462, 0.28535, 1.01034]],
  "forces_ev_per_angstrom": [[-2.7733, -0.9880, 0.9372], [1.3905, 1.9418, -2.9753], [-0.8381, 0.9521, 0.0627], [2.1393, -4.6898, -0.3109], [1.0350, 0.2562, -0.0895], [-0.8627, -0.3005, -0.5591], [0.4086, -0.1143, -0.1525], [1.6773, -1.6121, 0.6756], [-1.7463, 1.0020, 0.2619], [0.6304, 0.1905, 1.5906], [-0.6933, 2.9597, 1.3322], [-0.2898, 0.4366, -0.6346], [1.0687, 0.7645, 0.1850], [-0.4681, 0.9189, 1.9094], [-0.7526, -1.5652, -2.2317], [0.9913, -1.0454, 0.2214], [-0.8944, -0.8988, 1.4373], [-0.0226, 1.7918, -1.6597]]
}